(1)
DFT (the ωB97M-V functional and the def2-TZVPD basis) results for 4 unconnected molecules or ions with the total composition C33H68Cl2IN5O3S.

Structure (XYZ):
```
113
Properties=species:S:1:pos:R:3:forces:R:3
C -2.067 -3.494 0.609 -1.04 -0.15 -1.04
C -1.695 -2.740 -0.727 0.17 0.30 -0.37
C -0.276 -2.075 -0.771 -0.67 -1.03 0.07
Cl 0.921 -3.410 -0.319 -0.46 0.47 -0.82
C -0.026 -0.859 0.236 1.71 -0.45 0.06
O 0.676 -1.380 1.379 -0.84 0.80 -0.10
C 1.062 0.100 -0.479 -1.33 0.25 0.66
C 0.870 1.636 -0.202 2.40 -0.47 -1.14
Cl 1.634 2.180 1.377 -0.14 -1.25 -0.93
C 1.726 2.401 -1.308 1.64 3.74 -2.17
O 2.613 1.832 -1.949 -0.72 -1.72 1.10
O 1.511 3.668 -1.510 -1.79 -2.54 1.69
N -0.540 2.140 -0.398 -0.41 -0.29 0.94
I -0.854 3.730 0.929 -1.01 1.06 -0.17
C -1.592 1.075 -0.334 -1.95 -1.38 0.56
C -3.060 1.613 -0.129 -0.26 0.87 -1.48
C -4.153 0.613 -0.692 0.69 -0.98 0.74
C -4.917 -0.210 0.406 -1.99 -0.59 -0.08
C -5.548 0.662 1.558 1.67 0.25 0.22
C -6.136 -0.971 -0.302 0.70 0.18 0.50
C -1.322 -0.076 0.710 1.21 0.62 -0.84
N -1.040 0.448 2.111 -1.91 -0.83 0.43
C -1.816 -0.107 2.889 -0.60 -0.85 0.03
S -2.899 -1.037 3.673 1.90 1.66 -0.80
H -1.328 -3.393 1.435 -0.66 -0.04 -0.63
H -3.101 -3.152 0.900 1.15 -0.27 0.17
H -2.200 -4.579 0.344 0.40 0.97 0.56
H -1.758 -3.451 -1.597 0.15 0.65 0.88
H -2.442 -1.928 -0.973 0.63 -0.78 0.35
H -0.039 -1.855 -1.845 -0.16 0.16 1.12
H 0.064 -1.870 1.953 0.24 0.14 -0.27
H 1.013 -0.023 -1.596 0.13 0.17 1.09
H 2.092 -0.168 -0.132 -1.06 0.16 -0.39
H -0.619 2.578 -1.335 0.67 0.13 0.48
H -1.591 0.580 -1.350 0.20 0.45 0.95
H -3.290 1.932 0.914 0.42 -0.42 -0.73
H -3.142 2.543 -0.766 0.08 -0.75 0.74
H -3.619 -0.134 -1.348 -0.65 0.69 0.39
H -4.925 1.103 -1.335 0.77 -0.05 0.61
H -4.314 -1.019 0.894 -0.12 0.80 -0.49
H -5.859 1.662 1.167 -0.17 -0.85 0.36
H -4.724 0.856 2.307 -0.91 0.02 -0.61
H -6.347 0.133 2.137 0.53 0.51 -0.80
H -5.773 -1.889 -0.843 -0.49 0.97 0.32
H -6.636 -0.251 -0.995 0.25 -0.76 0.39
H -6.872 -1.274 0.491 0.67 0.12 -0.88
H -2.257 -0.673 0.813 0.88 0.14 -0.70
C 4.364 8.682 0.421 0.08 0.01 0.00
C 4.184 7.216 0.046 0.08 0.15 -0.02
N 4.426 6.931 -1.358 -0.06 -0.08 -0.30
C 4.016 5.579 -1.744 -0.34 0.06 0.06
C 4.759 4.402 -1.116 0.07 -0.24 -0.04
C 5.714 7.361 -1.882 0.04 0.33 0.12
C 6.978 6.802 -1.220 0.23 -0.05 -0.11
H 3.711 9.325 -0.173 0.07 -0.04 -0.05
H 4.109 8.826 1.474 0.00 -0.03 -0.04
H 5.395 9.015 0.292 -0.05 0.02 -0.01
H 3.147 6.952 0.278 0.06 -0.20 -0.16
H 4.817 6.605 0.705 0.01 -0.02 0.14
H 4.065 5.488 -2.834 0.11 0.14 0.05
H 2.954 5.474 -1.507 0.11 0.05 0.06
H 5.743 4.257 -1.565 0.03 0.03 0.11
H 4.196 3.482 -1.287 -0.02 0.09 -0.06
H 4.880 4.511 -0.035 0.03 0.06 -0.03
H 5.758 8.453 -1.827 -0.07 -0.03 0.09
H 5.754 7.146 -2.954 -0.19 -0.15 0.08
H 6.905 6.777 -0.131 -0.04 0.00 -0.03
H 7.836 7.430 -1.475 -0.03 0.01 0.01
H 7.206 5.798 -1.575 -0.03 -0.01 0.14
C -2.578 -1.903 -4.651 0.12 0.05 0.00
C -2.852 -3.361 -4.994 0.05 0.11 0.03
N -2.623 -3.692 -6.391 -0.13 -0.13 -0.22
C -3.116 -5.018 -6.750 -0.29 0.03 -0.01
C -2.456 -6.231 -6.093 0.05 -0.22 -0.06
C -1.305 -3.358 -6.917 0.14 0.32 0.05
C -0.084 -3.984 -6.236 0.17 -0.07 -0.09
H -3.184 -1.231 -5.263 0.06 -0.05 -0.04
H -2.827 -1.719 -3.602 -0.03 -0.05 -0.02
H -1.526 -1.642 -4.783 -0.04 0.02 -0.02
H -3.905 -3.552 -4.762 0.05 -0.18 -0.15
H -2.263 -3.998 -4.319 0.02 -0.02 0.13
H -3.067 -5.133 -7.838 0.13 0.13 0.05
H -4.187 -5.046 -6.517 0.06 0.12 0.09
H -1.483 -6.449 -6.532 0.01 0.03 0.10
H -3.077 -7.117 -6.249 0.00 0.05 0.00
H -2.334 -6.109 -5.015 0.01 0.03 -0.05
H -1.190 -2.271 -6.885 -0.10 -0.03 0.09
H -1.273 -3.598 -7.984 -0.20 -0.12 0.08
H -0.164 -3.980 -5.146 -0.02 0.00 -0.03
H 0.814 -3.419 -6.498 -0.04 0.00 0.01
H 0.080 -5.008 -6.567 -0.01 0.00 0.13
C 1.758 -0.667 4.674 0.25 0.31 -0.06
C 1.044 -1.878 5.223 -0.16 -0.01 0.15
N 1.844 -2.719 6.099 0.06 -0.32 0.03
C 1.199 -3.990 6.411 0.05 -0.13 -0.24
C -0.102 -3.955 7.216 -0.12 -0.14 0.15
C 2.469 -2.047 7.230 0.20 0.30 -0.08
C 1.557 -1.325 8.226 0.01 0.01 0.22
H 2.652 -0.955 4.117 -0.01 0.02 0.04
H 1.089 -0.141 3.989 0.09 -0.01 -0.03
H 2.046 0.042 5.453 0.00 -0.05 0.00
H 0.732 -2.476 4.358 -0.03 -0.22 0.19
H 0.124 -1.531 5.716 -0.16 -0.02 -0.03
H 1.917 -4.636 6.927 0.05 0.17 0.03
H 0.998 -4.501 5.463 0.01 0.16 -0.04
H 0.081 -3.761 8.272 -0.05 0.08 -0.04
H -0.598 -4.928 7.155 0.04 0.02 -0.02
H -0.807 -3.211 6.840 0.06 0.00 0.01
H 3.188 -1.320 6.841 -0.10 -0.02 -0.11
H 3.087 -2.766 7.776 -0.14 -0.15 -0.14
H 0.761 -0.763 7.734 0.03 -0.03 -0.02
H 2.142 -0.615 8.814 0.00 -0.01 -0.03
H 1.103 -2.020 8.933 -0.09 0.06 -0.06
```
Positions in Å, forces in eV/Å.

Summary:
E_HOMO (eV): -7.2
Gap between HOMO and LUMO (eV): 5.31

Results of the Löwdin charge analysis, in e, for atoms 1 through 2: atom 1 (C): -0.106, atom 2 (C): -0.269

***

(2)
DFT (the ωB97M-V functional and the def2-TZVPD basis) results for a single C19H23NO2 molecule.

Structure (XYZ):
```
45
Properties=species:S:1:pos:R:3:forces:R:3
C -6.196 -1.569 2.530 0.00 -0.17 0.14
O -6.145 -0.473 1.650 0.07 0.25 -0.22
C -4.973 -0.212 1.003 0.05 0.09 -0.10
C -3.801 -0.944 1.147 -0.30 -0.15 0.20
C -2.670 -0.580 0.436 0.01 0.19 -0.14
C -2.674 0.508 -0.423 0.19 0.04 0.10
C -1.450 0.860 -1.220 -0.21 -0.29 -0.16
C -1.441 0.096 -2.549 0.20 0.23 0.00
C -0.215 0.425 -3.409 -0.11 -0.33 0.06
C 1.045 -0.088 -2.732 -0.24 0.54 -0.33
O 1.386 -1.250 -2.769 -0.01 -0.48 0.05
N 1.757 0.863 -2.079 0.21 0.36 0.14
C 2.914 0.546 -1.276 -0.02 -0.11 0.18
C 2.574 0.474 0.222 0.18 -0.05 -0.26
C 3.801 0.121 1.012 -0.12 0.05 0.07
C 4.583 1.109 1.594 -0.01 -0.02 -0.01
C 5.733 0.780 2.290 0.09 0.05 0.04
C 6.117 -0.545 2.407 0.09 -0.01 0.05
C 5.346 -1.537 1.826 0.05 -0.09 0.00
C 4.196 -1.205 1.132 0.00 0.03 0.00
C -3.853 1.232 -0.562 -0.01 -0.10 0.09
C -4.986 0.883 0.139 -0.15 -0.13 0.13
H -5.992 -2.511 2.011 0.01 0.04 0.03
H -5.492 -1.452 3.360 -0.02 -0.02 -0.04
H -7.212 -1.587 2.920 0.09 -0.04 0.00
H -3.752 -1.796 1.807 -0.04 -0.07 0.07
H -1.765 -1.159 0.557 0.11 -0.06 0.02
H -1.437 1.935 -1.421 0.09 0.05 0.03
H -0.556 0.603 -0.649 0.03 0.09 0.02
H -1.450 -0.977 -2.347 -0.07 -0.02 -0.03
H -2.348 0.340 -3.106 -0.02 -0.06 0.01
H -0.153 1.500 -3.586 0.00 0.04 -0.04
H -0.309 -0.087 -4.367 0.11 0.06 0.00
H 1.383 1.796 -2.005 -0.06 -0.12 -0.13
H 3.276 -0.427 -1.616 0.06 0.15 0.03
H 3.691 1.297 -1.447 -0.01 -0.10 0.01
H 1.805 -0.287 0.365 -0.06 0.05 0.00
H 2.177 1.438 0.550 -0.05 -0.03 0.02
H 4.286 2.146 1.508 -0.05 0.10 -0.01
H 6.330 1.559 2.742 0.05 0.06 0.04
H 7.014 -0.803 2.951 0.07 -0.02 0.04
H 5.641 -2.572 1.915 0.02 -0.08 0.01
H 3.596 -1.981 0.679 -0.09 -0.10 -0.06
H -3.881 2.084 -1.227 0.00 0.11 -0.07
H -5.902 1.444 0.036 -0.11 0.07 -0.01
```
Positions in Å, forces in eV/Å.

Summary:
E_HOMO (eV): -8.3
ΔE to the lowest compared entry with this formula, charge and spin (kcal/mol): 18.01
SMILES string: COc1ccc(CCCC(=O)NCCc2ccccc2)cc1
Gap between HOMO and LUMO (eV): 9.07

Results of the Löwdin charge analysis, in e, for atoms 1 through 2: atom 1 (C): -0.094, atom 2 (O): -0.088

***

(3)
DFT (the ωB97M-V functional and the def2-TZVPD basis) results for a single H3INP molecule.

Structure (XYZ):
```
6
Properties=species:S:1:pos:R:3:forces:R:3
P -0.447 0.384 -0.460 -2.34 1.82 1.38
N -0.306 -0.373 0.912 -0.65 -1.92 2.07
I -2.105 -1.026 2.445 2.10 1.08 -2.42
H 0.726 0.361 -1.258 -0.48 -0.77 -0.10
H -1.796 0.147 -1.118 1.95 0.54 -0.02
H -0.361 1.827 -0.184 -0.58 -0.75 -0.91
```
Positions in Å, forces in eV/Å.

Summary:
E_HOMO (alpha / beta) (eV): -8.8 / -8.8
ΔE to the lowest compared entry with this formula, charge and spin (kcal/mol): 93.58
SMILES string: [PH3]=NI
Gap between HOMO and LUMO (alpha / beta) (eV): 7.04 / 7.04

Results of the Löwdin charge analysis, in e, for atoms 1 through 2: atom 1 (P): 0.516, atom 2 (N): -0.735

***

(4)
DFT (the ωB97M-V functional and the def2-TZVPD basis) results for a molecular structure, C29H34Br2CeN8O.

Structure (XYZ):
```
75
Properties=species:S:1:pos:R:3:forces:R:3
Ce 0.104 -0.279 0.221 -0.09 0.04 -0.07
C 2.103 1.115 -2.399 0.03 -0.02 -0.03
C 0.643 1.331 -2.738 -0.02 0.02 -0.08
N -0.148 1.707 -1.542 0.06 -0.01 0.00
C 0.150 3.070 -1.075 -0.04 0.02 0.02
C 1.224 3.097 -0.015 0.06 0.03 0.00
C 1.916 4.272 0.248 -0.03 -0.05 -0.02
C 2.843 4.289 1.276 -0.01 -0.03 0.00
C 3.067 3.124 1.996 -0.03 -0.07 -0.03
C 2.351 1.988 1.664 0.02 0.03 0.05
C 2.561 0.692 2.399 0.04 -0.04 0.08
N 2.470 -0.478 1.494 -0.07 -0.07 0.01
C 3.654 -0.608 0.600 -0.02 -0.03 0.04
C 3.558 0.239 -0.654 0.03 0.03 -0.08
N 2.284 0.040 -1.391 0.04 -0.04 0.03
N 1.433 1.972 0.684 -0.07 0.11 0.01
H 2.526 2.032 -1.987 -0.02 0.00 0.00
H 2.666 0.906 -3.311 -0.03 -0.01 0.00
H 0.214 0.418 -3.158 0.02 -0.01 0.04
H 0.560 2.106 -3.507 0.05 -0.04 0.00
H -1.127 1.669 -1.806 0.02 0.02 0.02
H -0.767 3.492 -0.655 0.02 0.00 -0.01
H 0.429 3.729 -1.904 0.02 -0.03 0.02
H 1.729 5.155 -0.347 0.00 0.01 -0.01
H 3.395 5.191 1.505 0.00 0.02 0.00
H 3.797 3.092 2.793 0.02 0.01 0.01
H 1.795 0.582 3.175 -0.01 0.01 -0.04
H 3.527 0.712 2.912 -0.03 0.00 -0.01
H 2.465 -1.291 2.106 0.04 0.01 -0.03
H 3.755 -1.655 0.321 0.00 0.01 0.01
H 4.571 -0.349 1.140 -0.02 0.04 -0.02
H 4.421 0.019 -1.290 -0.02 -0.02 0.02
H 3.626 1.296 -0.408 0.01 -0.01 0.02
H 2.359 -0.841 -1.899 0.01 0.02 0.03
Br -2.460 3.223 6.074 0.00 -0.02 -0.01
C -1.984 2.371 4.492 0.03 -0.02 -0.10
C -1.510 3.093 3.404 -0.02 -0.05 0.02
C -1.129 2.396 2.277 -0.06 0.02 0.02
N -1.204 1.062 2.138 -0.04 -0.04 0.05
C -1.742 0.381 3.172 -0.02 0.05 0.04
C -2.105 0.993 4.363 0.02 0.06 -0.05
C -1.948 -1.080 2.999 -0.04 0.00 -0.01
C -2.872 -1.753 3.783 0.03 -0.08 -0.05
C -3.021 -3.128 3.641 0.10 0.06 -0.09
Br -4.252 -4.059 4.676 0.01 0.01 -0.01
C -2.226 -3.783 2.707 -0.04 0.06 0.05
C -1.362 -3.028 1.943 0.04 -0.07 -0.03
N -1.218 -1.697 2.049 0.12 -0.02 0.09
H -1.427 4.170 3.432 0.00 0.02 0.02
H -0.748 2.951 1.435 0.03 -0.01 -0.01
H -2.469 0.412 5.196 -0.01 -0.01 0.01
H -3.492 -1.223 4.490 -0.01 0.00 0.02
H -2.282 -4.853 2.570 -0.02 -0.03 0.01
H -0.740 -3.514 1.205 -0.02 0.00 0.03
C -2.511 -0.342 -3.672 0.00 -0.01 -0.01
C -1.929 -1.221 -2.613 0.01 -0.25 0.05
O -1.478 -0.777 -1.526 0.00 0.20 0.04
N -1.909 -2.529 -2.825 -0.04 0.12 0.02
C -1.560 -3.454 -1.753 -0.06 0.00 -0.02
C -0.080 -3.702 -1.553 0.03 -0.07 0.10
C 0.507 -4.765 -2.224 0.03 0.02 0.02
C 1.805 -5.151 -1.921 -0.05 0.02 -0.01
C 2.461 -4.483 -0.902 -0.05 0.05 0.01
C 1.811 -3.423 -0.294 0.17 0.01 0.02
N 0.589 -2.985 -0.622 -0.16 -0.03 -0.14
H -2.317 0.703 -3.452 -0.01 0.02 -0.03
H -3.592 -0.490 -3.713 -0.01 0.01 0.02
H -2.109 -0.592 -4.654 0.00 0.01 0.00
H -2.301 -2.891 -3.682 0.01 0.00 0.01
H -2.039 -4.404 -1.984 0.03 0.02 0.00
H -2.006 -3.081 -0.830 0.06 0.00 0.00
H -0.067 -5.315 -2.957 -0.01 -0.01 -0.02
H 2.268 -5.981 -2.436 0.01 -0.01 0.00
H 3.446 -4.779 -0.570 0.01 -0.01 0.00
H 2.294 -2.914 0.529 -0.05 0.01 -0.03
```
Positions in Å, forces in eV/Å.

Summary:
E_HOMO (alpha / beta) (eV): -16.8 / -16.8
Total charge: +3
Multiplicity: 2
ΔE to the lowest compared entry with this formula, charge and spin (kcal/mol): 11.55
Gap between HOMO and LUMO (alpha / beta) (eV): 8.68 / 8.70

Results of the Löwdin charge analysis, in e, for atoms 1 through 2: atom 1 (Ce): 1.397, atom 2 (C): -0.158

***

no.,DFT total energy (eV),maximum force (eV/A)
1,-92892.7241,4.62
2,-25661.9660,0.67
3,-18924.3442,3.38
4,-197589.7792,0.26